(1)
ORCA calculation (ωB97M-V/def2-TZVPD) on 3 unconnected molecules or ions with the total composition C14H27O8PS3.

The geometry in XYZ format:
```
53
Properties=species:S:1:pos:R:3:forces:R:3
C 2.538992 2.943533 -0.291430 1.086 -0.535 1.486
S 1.667175 1.576152 -1.300493 -3.351 3.865 -3.725
O 1.974960 1.912971 -2.790078 -0.540 -1.986 5.636
O 0.157986 1.686427 -0.947126 5.385 -1.393 -0.728
O 2.363942 0.075207 -0.817845 -3.420 0.499 -1.394
P 1.248484 -1.253212 -1.160577 1.956 -5.437 0.898
O 2.104262 -2.604854 -1.018228 -3.501 5.518 -0.645
O 0.657166 -1.131829 -2.791946 1.360 -1.039 3.047
O 0.037028 -1.210266 0.082454 1.738 0.530 -4.184
C -1.324447 -1.400095 -0.434669 -3.243 -0.107 0.789
C -2.333356 -0.732556 0.720900 1.260 0.311 0.423
C -3.923134 -1.011568 0.440978 0.078 0.177 -0.553
C -4.617193 0.211056 -0.416939 -2.452 2.154 -2.626
C -5.818248 -0.207904 -1.493701 1.212 4.583 0.197
C -6.504299 0.999526 -2.390237 2.279 0.757 2.310
C -6.091184 2.586784 -2.270855 2.227 -2.721 2.834
C -4.923666 3.020608 -1.193044 -1.338 -4.869 -0.412
C -4.244834 1.804389 -0.303991 -1.799 -0.749 -1.817
H 1.871753 3.909993 -0.188532 1.078 -2.331 -0.756
H 2.692406 2.508310 0.805602 -0.248 0.889 -2.432
H 3.579398 3.152250 -0.803584 -2.286 -0.481 1.008
H 0.929035 -2.016588 -3.219347 -0.385 1.699 1.113
H -1.599416 -2.555925 -0.512298 0.928 2.392 0.051
H -1.559854 -0.859594 -1.444772 0.848 -1.021 1.858
H -2.042790 0.422982 0.732174 -0.897 -2.516 -0.023
H -1.992154 -1.137498 1.788246 -0.847 0.753 -2.370
H -3.995220 -2.012166 -0.203078 -0.019 2.223 1.245
H -4.539980 -1.232097 1.438639 1.522 0.759 -2.139
H -6.184571 -1.329243 -1.644768 0.963 2.745 0.404
H -7.360016 0.714688 -3.144445 1.937 0.632 1.667
H -6.619760 3.410659 -2.912297 1.107 -1.925 1.329
H -4.543231 4.122784 -1.005078 -1.014 -2.586 -0.563
H -3.404905 2.116473 0.469897 -1.981 -0.752 -1.815
C 4.937227 -2.391521 -1.270577 0.239 0.009 -0.094
S 6.379630 -2.811989 -2.278800 0.205 0.059 0.476
O 7.522169 -3.074293 -1.343676 -0.457 0.222 -0.387
C 6.615506 -1.157961 -2.974694 0.050 0.093 -0.004
H 4.635955 -3.280377 -0.709972 0.069 0.142 -0.217
H 5.189177 -1.591606 -0.569808 0.105 -0.054 -0.083
H 4.114886 -2.078954 -1.918271 0.237 -0.167 0.091
H 6.766122 -0.432256 -2.172051 -0.007 -0.126 0.010
H 5.740747 -0.883934 -3.569304 0.042 -0.079 0.046
H 7.498416 -1.176341 -3.617495 -0.105 -0.099 0.106
C 0.138066 -0.787950 5.752152 0.018 -0.136 -0.038
S -0.695452 0.668415 5.075338 -0.271 -0.210 -0.331
O -1.701729 0.186762 4.073304 0.586 0.148 0.396
C 0.731315 1.295025 4.154788 0.086 -0.030 -0.110
H -0.585415 -1.358423 6.340577 0.029 0.190 -0.120
H 0.517053 -1.414594 4.940914 -0.074 0.116 0.001
H 0.959791 -0.473110 6.399527 -0.088 0.047 -0.049
H 1.074946 0.543554 3.440101 -0.109 -0.020 0.060
H 1.534533 1.544942 4.852095 -0.109 -0.021 0.005
H 0.426727 2.195215 3.616323 -0.089 -0.123 0.124
```
Positions in Å, forces in eV/Å.

net charge = 0
LUMO energy = -0.61 eV
energy relative to the best compared isomer or geometry (same formula, charge and spin) = 1279.8 kJ/mol
gap between HOMO and LUMO = 7.8 eV

(2)
ORCA calculation (ωB97M-V/def2-TZVPD) on a molecular structure, C14H27OPm.

The geometry in XYZ format:
```
43
Properties=species:S:1:pos:R:3:forces:R:3
C 1.217768 2.104143 -0.089345 2.114 0.293 0.587
H 1.450291 2.531006 0.887820 0.498 1.813 -0.479
H 1.951579 2.227010 -0.893211 0.141 0.971 0.427
H 1.945299 1.237916 0.421375 -3.065 -0.271 -1.461
C -0.138150 2.908220 -0.580814 -0.740 -0.627 -0.273
H -0.794218 2.269630 -1.248648 0.420 0.398 0.365
H -0.739480 3.210812 0.295145 0.286 -0.491 -0.099
C 0.013852 4.247548 -1.423965 0.119 -0.661 0.017
H -1.003509 4.630566 -1.649037 0.443 -0.459 0.322
H 0.533604 5.049198 -0.898727 0.090 -0.310 0.185
H 0.498473 4.094465 -2.394727 0.041 -0.171 0.304
C -0.881539 -2.143559 -1.070210 -0.592 0.065 0.086
C -1.273385 -1.185200 -2.050915 -0.480 -0.076 0.264
C -0.109451 -0.527827 -2.511954 0.236 0.214 -0.181
C 0.998634 -1.069568 -1.827345 -0.053 -0.035 0.705
C 0.507631 -2.043529 -0.896554 0.682 -0.339 -0.775
C 1.349426 -2.971649 -0.081163 0.266 -0.035 0.287
C 2.431089 -0.702427 -2.031354 0.639 0.051 -0.271
C -0.029675 0.629919 -3.459460 -0.049 0.146 -0.387
C -2.694054 -0.749024 -2.288227 -0.108 0.160 -0.092
C -1.797187 -2.999413 -0.239357 -0.229 -0.203 0.137
Pm -0.524687 0.156636 -0.084170 -0.398 -0.344 0.353
H 3.065818 -0.977583 -1.163896 -0.352 0.153 -0.555
H 2.813481 -1.253205 -2.918224 -0.058 0.376 0.522
H 2.565167 0.380676 -2.234649 -0.025 -0.627 0.031
H 2.331754 -2.534427 0.147468 -0.291 -0.211 0.001
H 0.851893 -3.233736 0.859079 0.202 -0.041 -0.092
H 1.526318 -3.911862 -0.628465 -0.064 0.318 0.155
H -2.757446 -2.492575 -0.028821 0.243 -0.260 -0.149
H -2.040593 -3.962687 -0.732871 0.110 0.546 0.223
H -1.326305 -3.241456 0.726087 -0.165 -0.056 -0.299
H -2.723651 0.276468 -2.694063 -0.125 -0.404 0.017
H -3.252498 -1.403771 -2.985884 0.279 0.314 0.391
H -3.253129 -0.746686 -1.330886 -0.034 -0.050 -0.350
H 0.703225 1.367106 -3.105842 -0.093 -0.071 -0.179
H 0.292472 0.322171 -4.470619 -0.173 0.085 0.417
H -1.001591 1.130663 -3.558881 0.254 -0.068 -0.129
C -0.852187 0.034164 3.401489 0.552 0.469 0.805
O -1.341679 -0.430216 2.146056 -0.272 -0.269 -0.959
H -1.663917 0.310104 4.073157 -0.011 0.005 -0.135
H -0.249855 0.916952 3.181949 -0.034 0.028 0.174
H -0.218822 -0.715992 3.868115 -0.017 -0.065 0.017
H -1.994465 -1.121380 2.287841 -0.186 -0.262 0.076
```
Positions in Å, forces in eV/Å.

net charge = +2
LUMO energy (alpha / beta) = -7.53 / -7.30 eV
gap between HOMO and LUMO (alpha / beta) = 7.8 / 8.0 eV
2S+1 = 5

(3)
ORCA calculation (ωB97M-V/def2-TZVPD) on a molecular structure, C14H28AlIN3O4.

The geometry in XYZ format:
```
51
Properties=species:S:1:pos:R:3:forces:R:3
C 1.272746 -4.118980 1.476445 -0.372 -1.783 0.312
N 2.233700 -4.062510 0.310394 -0.956 3.261 -0.321
C 1.725008 -4.799960 -0.909303 0.694 -1.455 -0.726
C 2.707860 -2.661228 -0.001016 4.178 0.851 -3.381
O 3.760533 -2.561641 -0.858329 -6.014 -0.770 4.483
C 2.058827 -1.258097 0.542032 2.014 -0.641 0.826
Al 0.489517 -0.540284 -0.586832 -0.502 -0.683 0.568
I -0.397715 1.592861 0.716235 0.270 -0.383 -0.384
C -1.087275 -1.865558 -0.584002 -0.239 -0.212 -0.665
C -2.056778 -1.699809 -1.935245 -0.190 0.015 1.803
C -3.618479 -1.791530 -1.356039 1.076 0.067 -0.727
N -3.799427 -2.994602 -0.456234 0.643 0.295 -0.185
N 1.027866 0.015346 -2.355408 0.421 -8.007 -5.867
C 1.080240 -1.066543 -3.212713 -0.973 0.484 0.116
O 1.038619 -2.081169 -4.088789 0.458 7.284 6.132
H 0.179959 -4.144075 1.052724 1.800 0.439 1.160
H 1.458401 -3.325317 2.316126 -0.362 -1.378 -2.030
H 1.441015 -5.182223 1.992676 -0.387 2.181 -1.022
H 2.095477 -5.927108 -0.824274 -0.856 2.245 -0.166
H 2.198240 -4.387162 -1.908193 -0.985 -0.571 2.283
H 0.553445 -4.838529 -0.992357 2.131 0.353 0.262
H 2.921074 -0.437246 0.451289 -1.685 -1.962 0.126
H 1.752305 -1.260688 1.678978 0.466 -0.235 -2.240
H -0.653015 -2.962670 -0.617950 -1.022 2.033 0.455
H -1.693540 -1.645321 0.420125 1.280 -0.733 -2.160
H -1.846838 -0.657336 -2.450163 -0.591 -2.234 0.806
H -1.800681 -2.605092 -2.631088 -0.663 1.870 0.987
H -3.795090 -0.824807 -0.706198 0.101 -1.870 -1.534
H -4.358139 -1.906429 -2.258054 1.207 0.557 1.760
H -3.599655 -2.706487 0.526863 0.049 -0.589 -1.338
H -3.125425 -3.764305 -0.733827 -0.991 1.468 0.608
C 3.475962 5.316906 -2.698619 0.014 0.428 0.369
C 2.687800 4.170587 -2.123562 -0.842 -0.178 1.559
O 2.177073 4.243240 -1.007077 0.802 0.096 -1.527
C 2.548737 2.931837 -2.967544 -0.291 -0.156 0.481
H 3.492618 6.142758 -1.979447 -0.015 -0.180 -0.134
H 4.504179 5.000806 -2.892077 -0.096 0.015 -0.207
H 3.005078 5.665791 -3.621026 0.187 -0.107 -0.075
H 3.535590 2.509498 -3.172915 -0.056 0.058 -0.193
H 2.036488 3.174483 -3.901864 0.192 -0.040 -0.081
H 1.955088 2.188103 -2.425290 0.172 0.198 -0.188
C -1.493892 3.805109 4.477857 0.368 -0.291 -0.213
C -2.718560 2.987430 4.165559 0.246 -1.708 -1.052
O -2.639079 1.932005 3.539126 -0.250 1.554 1.088
C -4.044340 3.511174 4.649445 -0.359 -0.314 -0.165
H -0.609753 3.305679 4.067507 -0.237 0.089 0.033
H -1.580816 4.793979 4.020521 -0.013 0.029 0.202
H -1.373687 3.895591 5.560285 -0.075 0.209 -0.038
H -4.244876 4.486863 4.199732 0.039 0.047 0.213
H -4.037747 3.588476 5.739496 0.006 0.216 -0.058
H -4.838639 2.818189 4.352027 0.206 0.137 0.046
```
Positions in Å, forces in eV/Å.

net charge = -1
LUMO energy = 2.53 eV
gap between HOMO and LUMO = 7.9 eV

Number 1: DFT total energy -2687.0518 hartree. Number 2: DFT total energy -1232.6053 hartree. Number 3: DFT total energy -1555.5963 hartree.